Density functional theory data (ωB97M-V with the def2-TZVPD basis set) for one molecule with the formula C4H4O3.

The geometry in ORCA input format:
```
! wB97M-V def2-TZVPD RIJCOSX def2/J DEFGRID3
* xyz 0 1
C -1.62784 0.24814 -0.48151
C -0.36773 -0.56522 -0.41966
O -0.06999 -1.46295 -1.17150
C 0.59290 -0.25984 0.73475
O 0.27280 -0.39217 1.89285
C 2.00307 0.21475 0.38368
O 2.29506 0.59769 -0.71911
H -2.15989 0.18836 0.47391
H -2.26133 -0.10736 -1.29593
H -1.36873 1.30083 -0.64815
H 2.69168 0.23775 1.25067
*
```

As for the HOMO energy: -9.804 eV. For the relative energy (zero: lowest compared OMol25 entry of this formula, charge and spin), the calculation gives 29.3 kcal per mole. For the total energy, the calculation gives -10353.944 eV. Its SMILES is CC(=O)C(=O)C=O. The calculation puts the gap between HOMO and LUMO at 8.81 eV.

For reference, the natural (NBO) charges in units of e are: number 1, C, carries -0.723; number 2, C, carries 0.512; number 3, O, carries -0.482; number 4, C, carries 0.389; number 5, O, carries -0.460; number 6, C, carries 0.343; number 7, O, carries -0.451; number 8, H, carries 0.250; number 9, H, carries 0.245; number 10, H, carries 0.242; number 11, H, carries 0.136



Density functional theory data (ωB97M-V with the def2-TZVPD basis set) for one molecule with the formula C4H4O3.

The geometry in ORCA input format:
```
! wB97M-V def2-TZVPD RIJCOSX def2/J DEFGRID3
* xyz 0 1
C 0.41194 1.71018 0.42031
C -0.41138 0.50699 0.06644
O -1.60099 0.50640 -0.16054
C 0.31561 -0.84359 -0.00723
O 1.46617 -0.98072 0.33033
C -0.50927 -2.01222 -0.57042
O -0.37098 -2.33596 -1.72130
H 0.87856 1.57273 1.40063
H -0.21936 2.59956 0.42574
H 1.22702 1.83077 -0.30125
H -1.18732 -2.55414 0.11729
*
```

As for the HOMO energy: -9.765 eV. For the relative energy (zero: lowest compared OMol25 entry of this formula, charge and spin), the calculation gives 30.4 kcal per mole. For the total energy, the calculation gives -10353.895 eV. Its SMILES is CC(=O)C(=O)C=O. The calculation puts the gap between HOMO and LUMO at 8.92 eV.

For reference, the natural (NBO) charges in units of e are: number 1, C, carries -0.722; number 2, C, carries 0.495; number 3, O, carries -0.485; number 4, C, carries 0.396; number 5, O, carries -0.455; number 6, C, carries 0.358; number 7, O, carries -0.467; number 8, H, carries 0.251; number 9, H, carries 0.242; number 10, H, carries 0.251; number 11, H, carries 0.136



Density functional theory data (ωB97M-V with the def2-TZVPD basis set) for one molecule with the formula C4H4O3.

The geometry in ORCA input format:
```
! wB97M-V def2-TZVPD RIJCOSX def2/J DEFGRID3
* xyz 0 1
C 1.42310 0.78579 -0.46176
C -0.02607 0.47035 -0.35597
O -0.86281 0.82900 -1.15600
C -0.74913 -0.05252 0.87310
O -0.84289 0.56082 1.90447
C -1.34209 -1.41177 0.38502
O -0.76888 -1.84003 -0.59161
H 1.57276 1.59838 0.25598
H 1.59659 1.15830 -1.47123
H 2.10166 -0.03430 -0.21889
H -2.10224 -2.06402 0.83688
*
```

As for the HOMO energy: -9.728 eV. For the relative energy (zero: lowest compared OMol25 entry of this formula, charge and spin), the calculation gives 39.8 kcal per mole. For the total energy, the calculation gives -10353.487 eV. Its SMILES is CC(=O)C(=O)C=O. The calculation puts the gap between HOMO and LUMO at 8.99 eV.

For reference, the natural (NBO) charges in units of e are: number 1, C, carries -0.718; number 2, C, carries 0.514; number 3, O, carries -0.509; number 4, C, carries 0.421; number 5, O, carries -0.464; number 6, C, carries 0.324; number 7, O, carries -0.466; number 8, H, carries 0.252; number 9, H, carries 0.247; number 10, H, carries 0.241; number 11, H, carries 0.159



Density functional theory data (ωB97M-V with the def2-TZVPD basis set) for C4H4O5Ru as an isolated structure.

The geometry in ORCA input format:
```
! wB97M-V def2-TZVPD RIJCOSX def2/J DEFGRID3
* xyz 1 6
O -2.79293 -1.97089 -0.00846
C -1.65960 -1.70631 0.40930
O -0.79699 -2.53162 0.84383
O -1.12572 -0.50440 0.03058
C 0.01743 -0.42976 -0.88101
H -0.23192 -1.00614 -1.78622
C 0.14644 1.02914 -1.28849
H -0.83549 1.47686 -1.52413
H 0.62417 1.63747 -0.50520
H 0.79765 1.10069 -2.17333
C 1.47440 1.41765 2.18845
O 2.18027 0.56463 1.82436
O 0.76849 2.24749 2.56575
Ru 1.43378 -1.32481 0.30456
*
```

As for the HOMO energy (alpha / beta): -13.604 / -14.783 eV. For the relative energy (zero: lowest compared OMol25 entry of this formula, charge and spin), the calculation gives 0.0 kcal per mole. For the total energy, the calculation gives -17019.358 eV. The calculation puts the gap between HOMO and LUMO (alpha / beta) at 8.37 / 6.67 eV.

For reference, the natural (NBO) charges in units of e are: number 1, O, carries -0.239; number 2, C, carries 0.948; number 3, O, carries -0.582; number 4, O, carries -0.469; number 5, C, carries -0.230; number 6, H, carries 0.230; number 7, C, carries -0.656; number 8, H, carries 0.267; number 9, H, carries 0.211; number 10, H, carries 0.250; number 11, C, carries 1.059; number 12, O, carries -0.615; number 13, O, carries -0.412; number 14, Ru, carries 1.240



Density functional theory data (ωB97M-V with the def2-TZVPD basis set) for one molecule with the formula C4H4O5S.

The geometry in ORCA input format:
```
! wB97M-V def2-TZVPD RIJCOSX def2/J DEFGRID3
* xyz 0 1
C -0.45417 0.33020 -0.91971
C 0.94207 0.07559 -0.57666
C -1.29656 -0.10474 0.14518
C 1.05659 -0.49895 0.65134
O -0.55115 -0.91337 2.66592
O -0.73863 0.85314 -2.10191
O 1.93256 0.54716 -1.31765
O -2.63940 -0.15249 -0.08497
O 2.25697 -0.72007 1.35244
S -0.45070 -1.21237 1.25383
H -1.51281 1.33414 -1.93311
H 2.82026 0.25719 -1.26643
H -2.92460 -0.94204 0.42228
H 2.27522 -0.51469 2.27595
*
```

As for the HOMO energy: -7.930 eV. For the relative energy (zero: lowest compared OMol25 entry of this formula, charge and spin), the calculation gives 62.6 kcal per mole. For the total energy, the calculation gives -25281.869 eV. The calculation puts the gap between HOMO and LUMO at 7.93 eV.

For reference, the natural (NBO) charges in units of e are: number 1, C, carries 0.240; number 2, C, carries 0.231; number 3, C, carries -0.091; number 4, C, carries -0.043; number 5, O, carries -0.952; number 6, O, carries -0.620; number 7, O, carries -0.664; number 8, O, carries -0.676; number 9, O, carries -0.702; number 10, S, carries 1.282; number 11, H, carries 0.493; number 12, H, carries 0.514; number 13, H, carries 0.486; number 14, H, carries 0.504



Density functional theory data (ωB97M-V with the def2-TZVPD basis set) for C4H4O5Tl as an isolated structure.

The geometry in ORCA input format:
```
! wB97M-V def2-TZVPD RIJCOSX def2/J DEFGRID3
* xyz -1 1
O -1.74475 0.32280 0.95615
C -0.86895 -0.48565 1.38343
O -0.44460 -0.51997 2.55300
Tl -2.31945 0.03858 -1.12453
C -0.85473 -1.91157 0.51552
O -1.18140 -1.79669 -0.69127
O -0.46157 -2.92784 1.09751
O 2.11308 -0.29233 0.13821
C 1.69749 0.85003 -0.06268
H 1.54200 1.51180 0.82105
C 0.78586 1.20567 -1.19447
H -0.08805 1.70755 -0.74690
H 1.28479 1.96003 -1.82311
H 0.54027 0.33759 -1.82190
*
```

As for the HOMO energy: -4.524 eV. For the relative energy (zero: lowest compared OMol25 entry of this formula, charge and spin), the calculation gives 0.0 kcal per mole. For the total energy, the calculation gives -19145.273 eV. The calculation puts the gap between HOMO and LUMO at 7.29 eV.

For reference, the Mulliken charges in units of e are: number 1, O, carries -0.663; number 2, C, carries 0.551; number 3, O, carries -0.671; number 4, Tl, carries 0.393; number 5, C, carries 0.736; number 6, O, carries -0.664; number 7, O, carries -0.671; number 8, O, carries -0.461; number 9, C, carries 0.151; number 10, H, carries 0.273; number 11, C, carries -0.673; number 12, H, carries 0.119; number 13, H, carries 0.411; number 14, H, carries 0.171



Density functional theory data (ωB97M-V with the def2-TZVPD basis set) for C4H4O5V as an isolated structure.

The geometry in ORCA input format:
```
! wB97M-V def2-TZVPD RIJCOSX def2/J DEFGRID3
* xyz 0 4
O 0.27704 -2.58617 -1.19496
C -0.66497 -3.60311 -1.13960
O -0.72131 -4.53552 -1.94175
O -1.48124 -3.41069 -0.13840
H 1.58192 2.47032 1.37509
O 1.19326 0.57313 0.65670
C 1.13723 2.01892 0.48323
C -0.35940 2.27382 0.33809
O -0.91732 0.93325 0.44693
C 0.01940 0.03483 0.50924
H 1.72073 2.27513 -0.40644
H -0.65014 2.68254 -0.63420
H -0.78910 2.87312 1.14606
V -0.34610 -1.99956 0.49999
*
```

As for the HOMO energy (alpha / beta): -8.200 / -8.761 eV. For the relative energy (zero: lowest compared OMol25 entry of this formula, charge and spin), the calculation gives 0.0 kcal per mole. For the total energy, the calculation gives -40135.986 eV. The calculation puts the gap between HOMO and LUMO (alpha / beta) at 7.50 / 7.97 eV.

For reference, the natural (NBO) charges in units of e are: number 1, O, carries -0.812; number 2, C, carries 0.913; number 3, O, carries -0.652; number 4, O, carries -0.795; number 5, H, carries 0.213; number 6, O, carries -0.445; number 7, C, carries -0.129; number 8, C, carries -0.131; number 9, O, carries -0.440; number 10, C, carries 0.403; number 11, H, carries 0.217; number 12, H, carries 0.217; number 13, H, carries 0.213; number 14, V, carries 1.229



Density functional theory data (ωB97M-V with the def2-TZVPD basis set) for C4H4O5Y as an isolated structure.

The geometry in ORCA input format:
```
! wB97M-V def2-TZVPD RIJCOSX def2/J DEFGRID3
* xyz 0 2
O 1.96015 2.19274 1.89782
C 1.15553 1.28108 1.66069
O 0.58845 0.53926 2.52619
O 0.66454 1.22065 0.40003
C -0.75625 0.95837 0.14567
H -1.27158 1.92704 0.27892
C -0.86445 0.58840 -1.32550
H -0.14067 1.13705 -1.95700
H -0.71091 -0.48883 -1.49948
H -1.87860 0.82557 -1.68554
C 0.88455 -3.18505 -0.78001
O -0.09225 -3.42865 -0.20237
O 1.88267 -2.94383 -1.31549
Y -1.42118 -0.62383 1.85606
*
```

As for the HOMO energy (alpha / beta): -7.181 / -8.481 eV. For the relative energy (zero: lowest compared OMol25 entry of this formula, charge and spin), the calculation gives 13.3 kcal per mole. For the total energy, the calculation gives -15491.033 eV. The calculation puts the gap between HOMO and LUMO (alpha / beta) at 6.31 / 6.47 eV.

For reference, the natural (NBO) charges in units of e are: number 1, O, carries -0.652; number 2, C, carries 0.965; number 3, O, carries -0.933; number 4, O, carries -0.569; number 5, C, carries -0.474; number 6, H, carries 0.175; number 7, C, carries -0.641; number 8, H, carries 0.232; number 9, H, carries 0.176; number 10, H, carries 0.208; number 11, C, carries 1.032; number 12, O, carries -0.550; number 13, O, carries -0.478; number 14, Y, carries 1.509



These records have M values of 100.07; 100.07; 100.07; 233.14; 164.14; 336.45; 183.02; 220.98 g/mol, in the order they appear.